Computed, not measured: the ion C2H2O4P with charge -1 at a distorted geometry, with ωB97M-V with the def2-TZVPD basis set.

XYZ file:
```
9
Properties=species:S:1:pos:R:3:mulliken_charge:R:1
C -2.65 0.48 0.06 0.32
C -0.94 0.95 1.32 -0.46
O -2.04 -0.29 0.82 -0.20
O 0.92 2.27 -0.19 -0.68
O -3.63 0.53 -0.70 -0.46
O 1.37 -0.18 0.27 -0.57
P 0.20 0.99 -0.03 0.79
H 0.95 -0.86 0.80 0.30
H -0.21 0.47 -1.27 -0.04
```

## Properties
E_HOMO (spin up / spin down), eV: -3.710 / -4.018
E, a.u.: -719.665996
Energy above the lowest of the compared OMol25 structures with the same formula, charge and spin, kcal/mol: 130.12
LUMO level (spin up / spin down), eV: 3.603 / 3.602
Total charge: -1
HOMO-LUMO gap (spin up / spin down), hartree: 0.269 / 0.280

---

Computed, not measured: a cluster of 7 separate species, C36H96F2N15O11P5 in total at a distorted geometry, with ωB97M-V with the def2-TZVPD basis set.

XYZ file:
```
165
Properties=species:S:1:pos:R:3:mulliken_charge:R:1
C 3.80 -1.45 -5.25 -0.23
C 3.04 -0.13 -5.49 1.68
O 2.94 -0.04 -6.89 -0.42
C 3.66 -1.04 -7.48 0.52
O 3.76 -1.18 -8.65 -0.50
O 4.11 -1.92 -6.55 -0.35
F 3.61 0.96 -4.92 -0.29
H 3.24 -2.15 -4.64 0.24
H 4.71 -1.11 -4.73 0.26
H 2.00 -0.24 -5.19 -0.82
C 1.18 0.82 -0.81 0.18
C 2.34 0.68 -1.78 0.52
O 2.18 -0.63 -2.26 -0.39
C 1.59 -1.34 -1.26 0.21
O 1.67 -2.52 -1.10 -0.57
O 0.93 -0.53 -0.43 0.46
F 3.55 0.84 -1.14 -0.41
H 0.30 1.24 -1.30 -0.32
H 1.47 1.45 0.03 -0.19
H 2.35 1.41 -2.58 0.29
O 1.69 1.11 2.35 -0.37
P 1.31 0.54 3.64 -1.32
N 0.08 -0.59 3.58 0.64
C 0.20 -1.54 2.48 -1.45
C -1.23 -0.61 4.22 -0.87
N 0.83 1.67 4.76 0.91
C 1.34 3.03 4.56 -0.98
C 0.15 1.40 6.03 -1.24
N 2.56 -0.26 4.43 0.78
C 3.25 0.25 5.58 -0.92
C 2.88 -1.59 3.97 -0.98
H -0.77 -1.70 2.01 0.60
H 0.45 -2.57 2.82 0.33
H 0.99 -1.32 1.78 0.21
H -1.12 -0.75 5.30 0.40
H -1.85 -1.42 3.85 0.48
H -1.73 0.35 4.07 -0.10
H 2.32 3.03 4.09 0.35
H 0.66 3.60 3.91 0.06
H 1.40 3.56 5.52 0.47
H 0.57 0.50 6.50 0.39
H 0.42 2.18 6.74 0.44
H -0.93 1.41 5.92 0.22
H 2.73 0.11 6.55 0.28
H 4.17 -0.32 5.68 0.33
H 3.46 1.32 5.51 0.28
H 2.28 -2.36 4.45 0.27
H 3.96 -1.78 4.04 0.55
H 2.71 -1.62 2.89 0.24
O -1.63 -0.26 -2.66 -0.40
P -2.20 -1.47 -3.28 0.09
N -1.54 -1.74 -4.79 0.38
C -0.50 -0.85 -5.24 -0.60
C -2.27 -2.41 -5.88 -1.10
N -3.84 -1.38 -3.51 0.49
C -4.69 -2.52 -3.78 -1.09
C -4.53 -0.12 -3.25 -1.29
N -1.96 -2.89 -2.46 0.50
C -1.04 -3.94 -2.89 -0.84
C -2.55 -3.08 -1.14 -0.94
H 0.12 -0.58 -4.39 -0.34
H -0.89 0.03 -5.77 0.35
H 0.18 -1.17 -6.04 0.45
H -3.18 -1.87 -6.12 0.26
H -2.47 -3.44 -5.56 0.33
H -1.62 -2.46 -6.75 0.36
H -4.77 -2.77 -4.84 0.23
H -4.28 -3.40 -3.27 0.36
H -5.68 -2.32 -3.36 0.40
H -5.17 0.08 -4.11 0.42
H -5.08 -0.10 -2.31 0.30
H -3.80 0.69 -3.23 0.36
H -0.88 -3.96 -3.96 0.34
H -0.07 -3.74 -2.42 -0.02
H -1.40 -4.94 -2.65 0.37
H -1.84 -2.87 -0.33 -0.14
H -2.83 -4.14 -1.06 0.44
H -3.47 -2.49 -1.11 0.39
O 0.31 4.07 -0.85 0.01
P 1.01 5.27 -1.36 -0.26
N 0.72 6.72 -0.58 0.16
C 1.54 7.13 0.56 -1.07
C -0.71 7.02 -0.40 -1.21
N 0.84 5.59 -2.98 0.29
C 1.24 4.57 -3.93 -1.05
C -0.29 6.41 -3.44 -0.91
N 2.65 5.10 -1.23 0.40
C 3.29 4.33 -0.16 -0.65
C 3.51 6.07 -1.92 -1.29
H 1.04 7.97 1.04 0.54
H 2.53 7.47 0.25 0.26
H 1.63 6.33 1.31 0.22
H -0.98 7.93 -0.96 0.28
H -0.96 7.25 0.64 0.48
H -1.34 6.23 -0.79 0.34
H 1.34 5.02 -4.92 0.35
H 2.19 4.12 -3.67 0.28
H 0.45 3.82 -4.06 0.36
H -0.21 7.46 -3.17 0.19
H -0.38 6.27 -4.52 0.44
H -1.23 5.98 -3.08 0.25
H 4.36 4.24 -0.31 0.44
H 3.08 4.81 0.80 0.20
H 2.84 3.34 -0.12 -0.12
H 3.62 5.87 -2.99 0.21
H 4.47 6.16 -1.42 0.44
H 3.07 7.07 -1.81 0.40
O -4.37 4.95 1.50 -0.94
P -4.18 3.49 1.41 0.20
N -3.01 2.79 2.35 0.99
C -3.30 2.50 3.75 -1.38
C -1.60 3.02 2.12 -0.17
N -3.73 3.01 -0.12 0.77
C -3.29 1.67 -0.39 -0.30
C -4.20 3.78 -1.24 -1.15
N -5.57 2.61 1.77 0.16
C -5.54 1.16 1.93 -0.58
C -6.59 3.32 2.55 -1.13
H -4.32 2.79 4.02 0.35
H -2.70 3.13 4.42 0.42
H -3.19 1.43 3.95 0.29
H -1.31 4.05 2.37 0.26
H -1.32 3.01 1.05 -0.05
H -0.94 2.24 2.49 -0.31
H -2.32 1.65 -0.92 0.27
H -3.06 1.12 0.52 0.30
H -3.97 1.11 -1.03 -0.65
H -4.49 4.77 -0.89 0.40
H -3.41 3.82 -2.00 0.24
H -5.04 3.27 -1.73 0.23
H -4.80 0.85 2.67 0.17
H -6.54 0.86 2.25 0.55
H -5.44 0.63 0.98 -0.03
H -6.11 4.07 3.20 0.35
H -7.05 2.63 3.25 0.43
H -7.33 3.87 1.98 0.28
O 2.94 -7.10 -0.27 -0.93
P 2.62 -6.74 1.12 0.16
N 3.58 -5.49 1.65 0.43
C 4.36 -4.75 0.65 -0.90
C 3.21 -4.81 2.87 -0.66
N 2.71 -7.85 2.33 0.33
C 3.88 -7.97 3.18 -1.02
C 1.81 -8.99 2.30 -1.13
N 1.05 -6.17 1.22 0.41
C 0.47 -5.40 0.10 -0.95
C 0.17 -6.32 2.37 -1.13
H 4.95 -3.97 1.12 0.37
H 3.70 -4.28 -0.10 0.19
H 5.06 -5.42 0.16 0.28
H 4.06 -4.35 3.37 0.42
H 2.76 -5.55 3.54 0.19
H 2.36 -4.13 2.71 0.03
H 3.85 -7.22 3.97 0.27
H 3.88 -8.90 3.75 0.41
H 4.82 -7.92 2.63 0.32
H 1.09 -8.86 1.49 0.33
H 2.30 -9.96 2.23 0.40
H 1.21 -8.97 3.22 0.38
H 0.43 -4.35 0.41 0.19
H 1.13 -5.60 -0.74 0.37
H -0.52 -5.82 -0.12 0.32
H 0.74 -6.40 3.29 0.40
H -0.49 -7.19 2.29 0.30
H -0.41 -5.39 2.45 0.31
```

## Properties
E_HOMO, eV: -8.196
E, a.u.: -4985.012053
Energy above the lowest of the compared OMol25 structures with the same formula, charge and spin, kcal/mol: 0.00
LUMO level, eV: 0.416
Total charge: 0
HOMO-LUMO gap, hartree: 0.316

---

Computed, not measured: the molecule C22H31NO3 at a distorted geometry, with ωB97M-V with the def2-TZVPD basis set.

XYZ file:
```
57
Properties=species:S:1:pos:R:3:mulliken_charge:R:1
C -1.40 4.58 1.58 -1.31
C -1.72 3.17 1.16 -0.27
O -0.50 2.39 1.29 -0.12
C -0.64 1.07 1.49 -0.43
C 0.69 0.40 1.55 1.57
C 0.92 -0.87 1.17 0.49
O 0.10 -1.47 0.30 -0.37
C 2.07 -1.71 1.57 -1.38
C 3.29 -1.40 0.68 -0.38
C 4.07 -0.17 1.17 -0.99
C 3.52 1.17 0.63 -0.50
C 2.69 1.97 1.63 -0.74
C 1.69 1.13 2.44 -1.62
O -1.72 0.52 1.65 -0.60
H -2.29 5.20 1.46 0.41
H -1.12 4.61 2.64 0.31
H -0.58 5.02 0.99 0.30
H -2.47 2.72 1.82 0.38
H -2.05 3.10 0.11 0.24
H 2.30 -1.54 2.63 0.45
H 1.76 -2.76 1.45 0.44
H 3.95 -2.27 0.69 0.39
H 2.96 -1.26 -0.36 0.26
H 4.11 -0.16 2.27 0.49
H 5.10 -0.28 0.82 0.31
H 4.37 1.80 0.33 0.49
H 2.95 0.99 -0.29 0.14
H 3.32 2.50 2.35 0.34
H 2.11 2.74 1.08 0.30
H 1.12 1.80 3.10 0.48
H 2.23 0.42 3.07 0.53
C -5.28 -0.59 0.20 -0.77
N -4.16 -1.28 -0.40 0.12
C -4.28 -2.70 -0.68 -0.96
C -3.00 -0.65 -0.62 -0.37
C -1.83 -1.30 -0.86 -1.18
C -0.49 -0.67 -0.75 1.28
C 0.36 -0.94 -1.97 0.04
C 0.88 0.09 -2.75 0.04
C 1.55 -0.22 -3.93 -0.86
C 1.72 -1.55 -4.31 -0.42
C 1.33 -2.57 -3.46 -0.77
C 0.66 -2.27 -2.27 -0.28
H -6.09 -1.32 0.28 0.23
H -5.01 -0.22 1.20 0.27
H -5.59 0.26 -0.42 0.29
H -5.31 -2.97 -0.45 0.29
H -4.06 -2.92 -1.74 0.32
H -3.61 -3.30 -0.06 0.31
H -3.00 0.44 -0.54 0.35
H -1.81 -2.40 -0.88 0.08
H -0.52 0.42 -0.57 0.49
H 0.75 1.12 -2.40 0.39
H 1.91 0.59 -4.57 0.39
H 2.18 -1.79 -5.27 0.40
H 1.52 -3.62 -3.69 0.39
H 0.35 -3.05 -1.57 0.32
```

## Properties
E_HOMO, eV: -7.171
E, a.u.: -1137.320796
Energy above the lowest of the compared OMol25 structures with the same formula, charge and spin, kcal/mol: 46.97
LUMO level, eV: 0.818
Total charge: 0
HOMO-LUMO gap, hartree: 0.294

---

Computed, not measured: a structure of composition C33H40AsN5O3STi, with ωB97M-V with the def2-TZVPD basis set.

XYZ file:
```
84
Properties=species:S:1:pos:R:3:mulliken_charge:R:1
Ti 0.39 0.43 0.77 0.10
N 1.62 2.26 3.52 -0.64
N 2.27 1.11 4.02 -0.20
C 2.31 -0.09 3.29 0.20
O 3.15 -0.94 3.63 -0.80
O 1.38 -0.24 2.43 0.24
H 0.63 2.04 3.44 0.43
H 1.92 2.43 2.56 0.34
H 3.14 1.32 4.49 0.24
S 2.36 1.70 -0.16 -0.63
C 2.53 1.08 -1.80 0.32
C 2.49 1.95 -2.89 -0.73
C 2.61 1.50 -4.20 -0.52
C 2.75 0.14 -4.44 -0.79
C 2.80 -0.75 -3.37 -0.04
C 2.69 -0.30 -2.05 0.39
As 2.84 -1.47 -0.48 0.13
C 3.41 -3.15 -1.41 -0.11
C 2.58 -4.07 -2.06 0.49
C 3.10 -5.23 -2.61 -0.78
C 4.46 -5.51 -2.52 -0.39
C 5.29 -4.62 -1.86 -0.61
C 4.77 -3.46 -1.31 -0.83
C 0.92 -1.81 -0.19 1.12
C 0.67 -2.70 0.94 -0.61
C -0.38 -3.58 0.95 -0.60
C -1.25 -3.72 -0.15 -0.93
C -0.97 -2.98 -1.31 -0.54
C 0.09 -2.10 -1.35 -0.93
H 2.36 3.01 -2.69 0.27
H 2.57 2.20 -5.02 0.29
H 2.84 -0.24 -5.46 0.34
H 2.92 -1.81 -3.56 0.37
H 1.52 -3.87 -2.12 0.33
H 2.43 -5.93 -3.10 0.41
H 4.86 -6.43 -2.94 0.34
H 6.35 -4.83 -1.77 0.36
H 5.42 -2.77 -0.78 0.36
H 1.31 -2.61 1.80 0.34
H -0.54 -4.17 1.85 0.38
H -2.09 -4.41 -0.12 0.29
H -1.58 -3.11 -2.20 0.33
H 0.31 -1.59 -2.29 0.56
C -3.18 0.17 -1.05 -0.47
N -2.42 0.36 -2.28 -0.16
C -1.09 0.63 -2.25 -0.11
N -0.51 0.89 -3.47 -0.59
O -0.44 0.69 -1.22 0.95
H -4.02 -0.49 -1.25 0.32
H -3.53 1.11 -0.63 0.31
H -2.53 -0.31 -0.33 -0.22
H -2.92 0.66 -3.11 0.23
H -0.84 0.33 -4.24 0.25
H 0.50 0.95 -3.41 -0.04
C -2.75 -1.26 2.44 -1.13
C -2.90 0.01 3.28 0.48
C -1.73 0.17 4.25 -1.84
C -3.18 1.26 2.46 0.58
C -4.48 1.75 2.48 -0.73
C -4.85 2.93 1.84 -1.33
C -3.83 3.67 1.24 -0.75
C -2.52 3.24 1.18 0.43
C -1.50 4.20 0.59 0.25
C -0.31 4.46 1.52 -1.40
C -1.01 3.82 -0.80 -0.90
C -2.16 1.94 1.70 -0.44
N -0.95 1.41 1.52 1.12
H -2.65 -2.14 3.08 0.55
H -1.85 -1.22 1.82 -0.28
H -3.61 -1.40 1.78 0.27
H -3.80 -0.13 3.89 0.60
H -0.78 0.24 3.72 0.26
H -1.68 -0.70 4.92 0.46
H -1.85 1.06 4.86 0.37
H -5.23 1.19 3.04 0.31
H -5.87 3.30 1.88 0.30
H -4.07 4.64 0.81 0.31
H -2.04 5.15 0.49 0.54
H 0.29 3.56 1.62 -0.01
H -0.65 4.77 2.51 0.33
H 0.33 5.25 1.11 0.45
H -0.33 2.97 -0.76 -0.28
H -0.46 4.66 -1.25 0.53
H -1.84 3.56 -1.46 0.22
```

## Properties
2S+1: 3
E_HOMO (spin up / spin down), eV: 0.611 / -1.238
E, a.u.: -5264.544731
Energy above the lowest of the compared OMol25 structures with the same formula, charge and spin, kcal/mol: 1.57
LUMO level (spin up / spin down), eV: 4.418 / 4.410
Total charge: -2
HOMO-LUMO gap (spin up / spin down), hartree: 0.140 / 0.208

---

Computed, not measured: a cluster of 8 separate species, C34H70Cl14N2OP in total at a distorted geometry, with ωB97M-V with the def2-TZVPD basis set.

XYZ file:
```
122
Properties=species:S:1:pos:R:3:mulliken_charge:R:1
C -2.15 1.51 0.40 -0.30
C -2.68 0.73 -0.82 -0.70
C -1.69 -0.32 -1.38 0.70
C -1.23 -0.06 -2.81 -0.72
C -0.52 -1.26 -3.42 -1.00
C 0.82 -1.56 -2.74 1.03
C 1.98 -1.76 -3.70 -1.24
C 3.29 -1.78 -2.97 -0.77
C 3.64 -0.41 -2.42 -0.26
C 4.58 -0.43 -1.22 0.11
C 4.29 0.62 -0.14 -1.90
C 2.83 0.64 0.43 2.19
P 1.83 1.79 -0.63 -0.22
N 0.42 1.27 -1.07 -0.09
C 2.12 -0.72 0.45 -0.02
C 2.39 -1.62 1.67 1.16
C 1.44 -2.82 1.55 -1.69
C 3.82 -2.16 1.72 -1.74
N 2.13 -0.88 2.96 0.93
O 1.37 -1.48 3.79 -0.73
C 1.95 0.60 2.92 1.96
C 0.46 0.93 2.70 -1.35
C 2.38 1.15 4.28 -1.47
C 2.86 1.24 1.87 -1.60
H -1.88 2.54 0.12 0.06
H -1.24 1.07 0.83 -0.43
H -2.90 1.60 1.18 0.29
H -2.93 1.44 -1.62 0.35
H -3.62 0.23 -0.55 0.26
H -2.17 -1.31 -1.35 0.87
H -0.82 -0.36 -0.71 -0.95
H -2.11 0.19 -3.42 0.66
H -0.54 0.81 -2.81 0.17
H -0.36 -1.11 -4.50 0.39
H -1.17 -2.14 -3.32 0.06
H 0.72 -2.48 -2.14 0.21
H 1.04 -0.74 -2.03 -0.63
H 1.96 -1.00 -4.49 0.44
H 1.85 -2.73 -4.20 0.42
H 3.23 -2.51 -2.15 0.28
H 4.09 -2.12 -3.65 0.47
H 2.69 0.09 -2.18 -0.34
H 4.12 0.16 -3.23 0.63
H 4.61 -1.43 -0.78 -0.20
H 5.60 -0.23 -1.57 0.32
H 4.52 1.60 -0.59 0.51
H 5.02 0.51 0.67 0.34
H 2.71 2.06 -1.69 0.18
H 1.83 3.01 0.07 -0.38
H -0.35 1.87 -0.79 0.13
H 1.04 -0.54 0.40 -0.57
H 2.36 -1.29 -0.45 0.12
H 1.65 -3.32 0.60 0.36
H 1.60 -3.54 2.36 0.41
H 0.40 -2.50 1.53 0.29
H 3.89 -2.94 2.49 0.47
H 4.08 -2.64 0.77 0.26
H 4.56 -1.38 1.93 0.25
H 0.36 1.93 2.27 -0.22
H -0.04 0.21 2.05 0.16
H -0.08 0.91 3.66 0.58
H 1.77 0.71 5.08 0.54
H 3.44 0.95 4.47 0.40
H 2.24 2.24 4.30 -0.31
H 2.57 2.30 1.88 0.11
H 3.90 1.22 2.23 0.56
Cl -1.52 -5.04 -4.18 -0.16
C -3.06 -4.99 -5.09 -0.46
C -3.04 -3.95 -6.18 -0.55
Cl -3.02 -2.30 -5.51 -0.09
H -3.86 -4.80 -4.38 0.26
H -3.19 -5.98 -5.53 0.35
H -3.94 -4.05 -6.78 0.34
H -2.17 -4.06 -6.82 0.33
Cl 0.16 2.67 7.42 -0.17
C 1.86 2.16 7.61 -0.19
C 2.82 3.31 7.45 -0.52
Cl 2.84 3.92 5.77 -0.11
H 2.05 1.39 6.87 0.12
H 1.96 1.74 8.60 0.38
H 3.83 2.98 7.68 0.31
H 2.55 4.14 8.10 0.36
Cl 7.84 -1.91 -0.92 -0.13
C 9.35 -1.28 -1.65 -0.51
C 9.44 0.22 -1.52 -0.49
Cl 8.22 1.05 -2.52 -0.19
H 9.37 -1.60 -2.69 0.31
H 10.18 -1.75 -1.12 0.33
H 10.42 0.55 -1.87 0.35
H 9.30 0.53 -0.49 0.31
Cl -5.52 2.26 1.14 -0.06
C -5.86 3.56 2.31 -0.60
C -4.64 3.90 3.13 -0.45
Cl -4.18 2.58 4.23 -0.18
H -6.68 3.23 2.94 0.35
H -6.18 4.43 1.74 0.30
H -4.85 4.78 3.74 0.39
H -3.79 4.11 2.48 0.24
Cl -7.01 -1.10 0.15 -0.17
C -7.26 0.10 -1.15 -0.29
C -7.45 -0.57 -2.48 -0.24
Cl -5.96 -1.37 -3.06 -0.11
H -6.40 0.77 -1.16 0.19
H -8.15 0.67 -0.89 0.35
H -7.72 0.17 -3.24 0.35
H -8.22 -1.33 -2.43 -0.06
Cl -0.29 5.02 -0.22 -0.14
C 0.13 6.14 1.10 -0.49
C 1.27 5.59 1.93 -0.72
Cl 0.82 4.11 2.80 0.02
H -0.76 6.29 1.70 0.29
H 0.43 7.09 0.66 0.36
H 1.58 6.33 2.67 0.48
H 2.12 5.35 1.29 0.29
Cl -9.76 -6.52 -1.15 -0.19
C -8.32 -5.70 -1.80 -0.50
C -8.38 -4.21 -1.60 -0.19
Cl -9.65 -3.44 -2.58 -0.23
H -8.26 -5.95 -2.86 0.33
H -7.46 -6.10 -1.28 0.33
H -7.43 -3.76 -1.90 0.14
H -8.57 -3.95 -0.56 0.30
```

## Properties
2S+1: 2
E_HOMO (spin up / spin down), eV: -7.698 / -8.171
E, a.u.: -8306.183650
LUMO level (spin up / spin down), eV: 0.413 / 0.413
Total charge: 0
HOMO-LUMO gap (spin up / spin down), hartree: 0.298 / 0.315